{"formula": "C5H10O", "method": "the ωB97M-V functional and the def2-TZVPD basis", "species": ["C", "C", "C", "C", "C", "O", "H", "H", "H", "H", "H", "H", "H", "H", "H", "H"], "positions_angstrom": [[1.97780, 0.08068, 0.48210], [0.77621, 0.59886, -0.27787], [-0.04957, -0.43228, -1.04304], [-1.49113, 0.00449, -0.74242], [-1.42507, 0.81489, 0.53574], [-0.17948, 1.14876, 0.71578], [2.43754, 0.87908, 1.07323], [2.72562, -0.30871, -0.21705], [1.67764, -0.72725, 1.15893], [1.05173, 1.44996, -0.91073], [0.19084, -0.43715, -2.11044], [0.13373, -1.43704, -0.64302], [-2.20935, -0.81452, -0.65450], [-1.88780, 0.68740, -1.50811], [-1.83896, -1.33920, 2.37794], [-1.97042, -0.58950, 2.13541]], "mulliken_charge": [-1.360, 0.393, -0.685, -0.143, -0.601, -0.104, 0.341, 0.354, 0.355, 0.247, 0.321, 0.280, 0.296, 0.286, 0.154, -0.134], "e_above_lowest_kcal_mol": 78.2, "molar_mass_g_mol": 86.1, "largest_force_ev_per_a": 1.60}